(1)
The following is a quantum chemistry calculation of a molecular structure, C21H48ClN3O4PS2Si2, from the OMol25 dataset.

```
82
Properties=species:S:1:pos:R:3:forces:R:3
Cl -2.984 -1.685 1.320 0.0 0.3 -0.4
S -0.997 -0.072 -4.083 0.0 0.1 0.1
S -1.015 -2.700 -2.761 0.0 -0.5 0.7
P -4.547 1.845 2.894 -0.3 -0.7 1.3
Si -3.983 1.533 0.754 -0.4 0.8 -0.5
Si -4.714 -1.230 0.227 -1.1 -0.3 0.2
O -5.715 3.671 5.101 -0.1 -0.1 0.2
O -4.978 0.394 0.021 1.4 -0.5 0.5
O -5.527 5.897 5.378 0.0 -0.1 -0.2
O -5.255 5.015 3.350 0.0 -0.1 0.0
N -4.635 0.435 3.658 -0.3 0.0 -0.7
N -6.068 -1.826 1.137 0.8 -0.1 0.0
N 0.583 -0.591 -2.033 0.3 -1.3 1.0
C -0.405 -1.048 -2.922 -0.8 0.6 -1.2
C 1.473 -1.874 1.169 0.1 1.1 -0.2
C 1.892 -1.245 -2.263 0.1 0.5 -0.7
C 5.569 -3.744 0.526 0.3 0.4 0.3
C 0.392 3.634 1.370 -0.6 -0.3 -0.6
C -2.778 -2.571 -3.204 0.3 1.1 -0.5
C -3.592 -1.518 -2.424 -0.5 -0.8 0.1
C 2.911 -1.836 1.657 0.0 -0.8 -0.2
C 2.737 2.371 -2.591 -0.6 -0.8 -0.3
C 2.285 2.374 -1.140 0.5 0.7 -0.3
C 3.506 -3.214 1.980 0.7 0.7 0.5
C 3.037 -0.239 -2.482 -0.2 -0.4 -0.3
C -4.555 -2.153 -1.388 0.6 0.2 -0.1
C 5.045 -3.184 1.849 -0.4 -0.2 -0.4
C 5.373 -2.820 -0.666 -0.4 -0.1 -0.2
C 1.106 -0.536 0.456 -0.5 -1.4 0.3
C -5.504 4.756 4.558 0.1 -0.1 -0.4
C 0.073 -0.771 -0.656 0.3 0.8 0.6
C 0.568 3.948 -0.109 0.5 0.7 0.1
C 2.635 0.998 -3.299 0.7 0.5 0.2
C 2.028 3.794 -0.582 -0.8 -1.1 0.4
H -5.719 2.614 2.933 0.3 0.2 -0.2
H 2.022 -0.092 0.102 0.0 0.5 -0.1
H 3.071 -3.968 1.331 -0.1 -0.2 -0.1
H -0.392 -1.738 -0.484 0.0 -0.2 -0.2
H 2.284 4.572 -1.291 0.2 0.1 -0.2
H -0.613 3.927 1.654 -0.1 0.1 0.4
H 0.773 -1.999 1.989 -0.1 -0.3 0.2
H -4.204 -1.009 -3.158 0.0 0.4 -0.1
H -4.175 -3.149 -1.169 0.0 -0.2 0.4
H 2.067 3.035 -3.130 0.1 0.3 -0.2
H 3.020 -1.169 2.508 0.0 0.1 0.2
H 0.279 4.989 -0.247 -0.2 0.1 -0.1
H -5.868 -1.576 2.109 -0.4 0.2 0.0
H 3.057 1.900 -0.544 0.0 -0.3 0.3
H 5.359 -2.145 1.911 0.2 0.2 0.2
H 3.338 1.059 -4.126 0.0 0.0 -0.3
H -5.572 0.360 4.046 0.1 0.0 0.2
H -2.562 1.171 0.694 0.2 -0.2 -0.1
H -2.782 -2.292 -4.250 0.0 -0.1 -0.3
H 3.764 -0.779 -3.083 0.3 -0.2 0.1
H 1.657 0.899 -3.746 -0.3 -0.2 0.1
H 6.635 -3.916 0.644 0.2 -0.2 0.0
H 1.328 -2.695 0.474 0.1 -0.3 -0.1
H 4.394 -2.972 -1.116 -0.2 0.1 -0.1
H 2.623 3.886 0.319 0.4 0.5 0.0
H 3.307 -3.457 3.017 -0.5 -0.3 0.1
H 0.621 0.075 1.208 0.3 0.5 0.0
H 3.759 2.718 -2.717 0.1 0.4 0.2
H 2.133 -1.976 -1.496 0.0 0.0 0.3
H -3.511 2.638 3.436 -0.2 0.3 -0.3
H -6.092 -2.842 1.121 -0.1 0.0 0.0
H -4.135 2.805 0.012 -0.1 -0.1 -0.1
H -0.712 -0.040 -0.536 -0.5 0.3 -0.1
H 1.829 -1.805 -3.192 -0.2 -0.2 -0.2
H -5.534 -2.313 -1.828 -0.3 0.1 -0.1
H -3.216 -3.557 -3.126 0.2 -0.3 0.2
H 3.535 -1.418 0.874 0.0 0.2 -0.3
H -2.947 -0.778 -1.973 0.3 0.2 0.1
H 5.439 -1.771 -0.397 0.1 0.2 0.1
H 6.103 -2.997 -1.448 0.1 -0.1 -0.1
H -5.334 6.553 4.697 0.0 0.3 0.2
H 0.451 2.565 1.553 0.3 -0.2 0.1
H 5.098 -4.703 0.332 0.0 -0.3 -0.1
H 5.525 -3.709 2.670 0.0 -0.2 0.1
H 3.550 -0.009 -1.555 0.0 0.3 0.3
H 1.368 1.799 -1.084 -0.1 -0.3 0.2
H -0.108 3.339 -0.704 -0.1 0.0 -0.2
H 1.126 4.164 1.964 0.1 0.1 0.3
```
Forces are in eV/Å.

Its spin multiplicity is 1. The calculation puts the gap between HOMO and LUMO at 6.300 eV. Its total charge is -1. As for the HOMO energy: -5.0 eV.



(2)
The following is a quantum chemistry calculation of a single C3H9BrNPS molecule, from the OMol25 dataset.

```
16
Properties=species:S:1:pos:R:3:forces:R:3
Br -2.850 -1.063 -0.345 0.6 0.4 0.0
S -2.128 2.404 -0.378 0.8 -2.1 1.5
P -1.366 0.633 0.282 -1.8 0.8 -0.8
N 0.125 0.273 -0.362 -1.9 0.4 -0.8
C 0.500 -1.141 -0.303 1.2 0.7 1.8
C -1.306 0.279 2.079 -1.3 2.0 0.3
C 0.421 1.138 -1.540 -1.2 1.3 -1.2
H 1.112 0.715 -2.264 0.0 -0.5 0.3
H 0.872 2.048 -1.146 0.1 0.0 -0.1
H -2.291 -0.112 2.466 1.0 0.4 -0.7
H 1.574 -1.091 -0.178 0.4 -0.4 0.7
H -0.494 -0.348 2.448 0.1 0.3 -0.3
H 0.005 -1.660 0.574 0.7 0.6 -1.2
H -0.526 1.573 -2.152 2.0 -1.6 1.5
H 0.430 -1.705 -1.187 -1.1 -0.6 -1.4
H -1.243 1.389 2.392 0.3 -1.8 0.2
```
Forces are in eV/Å.

Its spin multiplicity is 1. The calculation puts the gap between HOMO and LUMO at 9.230 eV. Its SMILES is CN(C)[P@@](C)(=S)Br. Its total charge is 0. As for the HOMO energy: -8.8 eV.



(3)
The following is a quantum chemistry calculation of a single C2H7N3S molecule, from the OMol25 dataset.

```
13
Properties=species:S:1:pos:R:3:forces:R:3
S 1.947 -0.076 -1.388 -1.9 -0.1 0.9
N 0.321 -0.163 1.467 0.9 0.3 0.6
N 0.419 -1.266 0.646 0.3 -0.3 -2.3
N 0.302 -0.720 -0.797 3.0 -2.5 0.0
C -0.813 0.451 0.815 0.6 3.1 0.1
C -0.744 0.231 -0.755 -0.3 0.1 0.9
H -0.915 1.506 1.161 -0.3 -0.8 -0.3
H -1.584 -0.177 1.107 -2.0 -0.6 0.8
H 1.219 0.338 1.696 -1.3 -0.1 -1.2
H 2.233 -1.341 -1.618 0.5 -0.4 -0.4
H -0.498 1.034 -1.424 0.2 0.9 0.2
H -1.703 -0.172 -1.173 0.7 0.0 0.7
H 1.301 -1.794 0.727 -0.5 0.6 -0.1
```
Forces are in eV/Å.

Its spin multiplicity is 1. The calculation puts the gap between HOMO and LUMO at 9.288 eV. Its SMILES is SN1CCNN1. Its total charge is 0. As for the HOMO energy: -8.5 eV.



(4)
The following is a quantum chemistry calculation of a molecular structure, C35H27IrN4O2, from the OMol25 dataset.

```
69
Properties=species:S:1:pos:R:3:forces:R:3
Ir 1.249 0.115 -0.002 -1.8 -1.3 0.6
O 0.916 6.728 -1.797 -0.8 -0.6 0.4
O -1.286 6.390 -1.233 1.1 -0.3 0.0
N 0.833 2.010 -0.427 -0.7 -0.3 0.5
N 1.479 -1.851 0.127 -0.3 0.1 -0.2
N 2.925 0.665 -1.036 0.4 -0.6 0.6
N -0.359 0.333 1.057 1.2 0.6 -1.0
C 2.379 -2.547 0.966 -0.1 0.2 -0.3
C -0.971 -2.926 -2.478 0.1 0.1 0.0
C -5.365 -0.754 0.695 0.0 0.0 0.0
C -0.611 -0.284 2.250 -0.3 0.1 0.7
C -1.523 0.179 3.138 0.3 -0.1 -0.2
C -0.672 3.821 -0.367 -0.6 -0.4 0.3
C -0.348 2.510 -0.060 0.0 -0.3 0.1
C -0.079 6.083 -1.386 -0.2 0.6 -0.4
C -6.303 0.251 0.489 0.1 0.0 0.0
C 0.421 -2.579 -0.529 0.3 0.1 0.4
C 2.672 -3.907 0.807 0.0 -0.1 0.0
C 5.035 0.314 -2.078 0.0 -0.6 0.2
C -3.624 0.665 -0.197 0.1 0.0 0.0
C -2.177 0.873 -0.567 0.0 0.2 0.2
C 4.227 -3.817 2.656 0.0 0.0 0.0
C -1.239 1.462 0.601 -0.2 -0.3 -0.1
C 1.713 2.728 -1.104 1.2 -0.3 -0.4
C 0.240 4.599 -1.041 0.6 0.3 -0.2
C -1.778 -3.801 -1.768 0.0 0.0 0.1
C -2.215 1.423 2.879 0.0 0.0 0.0
C -4.569 1.670 -0.396 0.0 0.0 0.0
C -5.901 1.469 -0.052 0.1 -0.1 0.0
C 3.956 -2.464 2.805 0.0 0.1 -0.1
C -2.055 2.049 1.713 -0.1 0.1 0.0
C -0.387 -3.477 0.176 0.0 0.0 0.1
C 2.922 1.931 -1.465 -0.7 1.0 0.0
C -1.479 -4.076 -0.437 0.1 0.0 0.0
C 0.122 -2.321 -1.864 0.0 -0.1 -0.1
C 3.964 -0.127 -1.330 0.1 -0.2 0.1
C 3.586 -4.529 1.647 -0.1 0.0 0.0
C 3.960 2.432 -2.206 0.6 0.4 -0.5
C 3.046 -1.831 1.967 0.1 -0.1 0.1
C 1.462 4.029 -1.413 0.1 1.0 -0.4
C 5.035 1.613 -2.522 -0.1 0.7 -0.2
C -4.033 -0.546 0.354 0.0 -0.1 0.1
H 3.804 -5.582 1.505 0.0 0.1 0.0
H -0.013 -1.162 2.468 0.0 0.0 -0.2
H -2.858 1.852 3.639 0.1 -0.1 0.0
H -2.632 -4.268 -2.246 0.1 0.0 0.0
H 3.921 3.464 -2.536 0.1 -0.1 0.0
H 2.826 -0.775 2.073 0.0 0.0 0.1
H 2.177 4.654 -1.943 -0.2 0.0 0.1
H -4.260 2.620 -0.832 0.0 -0.1 0.1
H -1.184 -2.712 -3.520 0.0 0.0 0.1
H 5.853 -0.359 -2.298 -0.1 0.0 0.0
H -2.109 1.538 -1.429 0.0 0.1 0.0
H -3.300 -1.335 0.517 -0.1 0.1 -0.1
H -2.107 -4.755 0.131 0.1 0.1 0.0
H -5.672 -1.706 1.118 0.0 0.1 -0.1
H 4.451 -1.894 3.586 0.0 0.0 -0.1
H 4.936 -4.310 3.312 -0.1 0.0 -0.1
H -1.729 -0.079 -0.848 0.1 0.0 -0.1
H 3.908 -1.135 -0.941 0.0 0.0 0.0
H -2.564 2.987 1.510 0.1 -0.1 0.0
H -7.346 0.081 0.733 0.1 0.0 0.0
H -1.627 4.279 -0.119 0.1 -0.1 0.0
H 0.765 -1.651 -2.421 0.0 0.0 0.0
H 2.197 -4.466 0.010 0.0 0.0 0.1
H -1.674 -0.365 4.062 -0.1 0.1 -0.1
H 5.859 1.992 -3.113 0.0 0.0 0.0
H -0.167 -3.679 1.219 0.0 0.0 -0.1
H -6.623 2.262 -0.207 0.0 -0.1 0.0
```
Forces are in eV/Å.

Its spin multiplicity is 1. The calculation puts the gap between HOMO and LUMO (spin up / spin down) at 5.192 / 5.281 eV. Its total charge is 0. As for the HOMO energy (spin up / spin down): -7.6 / -7.7 eV.



Record order is preserved below.
Largest force on an atom: 1.65; 3.01; 3.87; 2.35 eV Å⁻¹
Record order is preserved below.
Relative energy (zero: lowest compared OMol25 entry of this formula, charge and spin): 26.8; 9.0; 78.6; 54.9 kcal/mol